Arrangement one

Here is a molecular structure, C23H26CrN5O6 from OMol25. Energies are from ωB97M-V with the def2-TZVPD basis set.

Geometry as XYZ:
```
61
C23H26CrN5O6 ωB97M-V with the def2-TZVPD basis set
Cr 0.3081 -0.4682 0.1951
C 0.9028 -0.9446 -2.6050
C 0.6500 -2.3884 -2.2172
O 0.3551 -2.4320 -0.8042
C 0.0158 -3.7831 -0.4183
C -0.6703 -3.7954 0.9545
O -1.0900 -2.4813 1.2824
C -2.4859 -2.2188 1.2932
C -2.6069 -0.7200 1.1256
O -1.7591 -0.2722 0.0410
C -2.2165 -0.6226 -1.2856
C -1.2984 0.1298 -2.2201
O 0.0699 -0.0880 -1.7843
H 0.6802 -0.7569 -3.6541
H 1.9209 -0.6362 -2.3943
H 1.5264 -3.0013 -2.4384
H -0.2081 -2.8116 -2.7472
H 0.9276 -4.3825 -0.4137
H -0.6490 -4.1852 -1.1861
H 0.0009 -4.1536 1.7353
H -1.5205 -4.4782 0.9290
H -2.9386 -2.5223 2.2411
H -2.9925 -2.7608 0.4892
H -2.2538 -0.1875 2.0073
H -3.6313 -0.4095 0.9169
H -3.2517 -0.2992 -1.4047
H -2.1518 -1.7040 -1.4170
H -1.4675 1.2043 -2.1526
H -1.4090 -0.1926 -3.2539
O -0.2204 5.8272 -4.2277
C -0.9453 5.6693 -3.1101
O -1.8525 6.4006 -2.8530
C -0.5696 4.5422 -2.1703
C 0.6211 3.8246 -2.2347
C 0.8893 2.8199 -1.3148
C -0.0456 2.5640 -0.3233
C -1.2383 3.2678 -0.2364
C -1.4925 4.2624 -1.1669
N 0.2368 1.5300 0.6335
C 0.4179 1.8349 1.8587
C 0.7163 0.7593 2.8009
C 1.1027 1.0008 4.1025
C 1.4723 -0.0861 4.8928
C 1.4398 -1.3502 4.3398
C 1.0180 -1.5089 3.0237
N 0.6490 -0.4811 2.2670
H 0.4482 5.1395 -4.3299
H 1.3794 4.0469 -2.9755
H 1.8183 2.2661 -1.3498
H -1.9584 3.0420 0.5401
H -2.4010 4.8478 -1.1275
H 0.3845 2.8710 2.1885
H 1.1339 2.0122 4.4834
H 1.7902 0.0627 5.9156
H 1.7371 -2.2218 4.9054
H 0.9883 -2.4871 2.5694
N 5.0857 -3.6878 0.9485
C 4.7663 -2.6250 0.6390
N 4.4044 -1.4003 0.2864
C 3.2639 -0.9496 0.1793
N 2.2033 -0.4316 0.0316
```

As for the total charge: +2. Its expectation value of S² is 3.776. The multiplicity is 4. As for the gap between HOMO and LUMO (spin up / spin down): 7.27 / 7.04 eV. The calculation puts the molar mass at 520.5 g/mol.

=====

Arrangement two

Here is a molecular structure, C23H26CrN5O6 from OMol25. Energies are from ωB97M-V with the def2-TZVPD basis set.

Geometry as XYZ:
```
61
C23H26CrN5O6 ωB97M-V with the def2-TZVPD basis set
Cr 0.0353 0.4591 -0.7187
C -1.2414 3.1423 -0.7424
C -1.2375 2.9774 0.7503
O -0.8049 1.6342 1.0402
C -0.4913 1.5126 2.4466
C 0.1157 0.1643 2.7105
O 1.0805 -0.1219 1.6980
C 2.3510 0.4870 1.9001
C 2.9758 0.6003 0.5400
O 2.0925 1.2958 -0.3680
C 2.0417 2.7166 -0.1707
C 1.1618 3.2370 -1.2652
O -0.0706 2.4794 -1.2818
H -1.2326 4.1908 -1.0325
H -2.1008 2.6738 -1.2014
H -2.2381 3.1499 1.1499
H -0.5476 3.6692 1.2399
H -1.3995 1.6416 3.0377
H 0.1938 2.3257 2.7009
H -0.6346 -0.6203 2.6670
H 0.5626 0.1453 3.7064
H 2.9757 -0.1327 2.5482
H 2.2454 1.4656 2.3749
H 3.1374 -0.3854 0.1066
H 3.9336 1.1191 0.5831
H 3.0422 3.1445 -0.2585
H 1.6417 2.9470 0.8185
H 1.6308 3.1010 -2.2360
H 0.9414 4.2948 -1.1319
O -4.1985 -4.0351 3.6636
C -2.9145 -3.6754 3.8371
O -2.3924 -3.7176 4.9086
C -2.1536 -3.1838 2.6317
C -2.7269 -2.3289 1.7048
C -1.9527 -1.7815 0.6868
C -0.6162 -2.1475 0.6052
C -0.0414 -3.0176 1.5175
C -0.8062 -3.5290 2.5447
N 0.1356 -1.5331 -0.4424
C 0.8107 -2.1878 -1.2941
C 1.3101 -1.4306 -2.4529
C 2.0363 -1.9870 -3.4691
C 2.3344 -1.1930 -4.5807
C 1.8777 0.1043 -4.6185
C 1.1490 0.6074 -3.5421
N 0.8753 -0.1438 -2.4775
H -4.4239 -4.1142 2.7272
H -3.7708 -2.0421 1.7867
H -3.5444 -1.0313 -0.4209
H 1.0154 -3.2493 1.4460
H -0.3732 -4.1720 3.2992
H 0.9330 -3.2668 -1.2197
H 2.3518 -3.0209 -3.4099
H 2.9010 -1.6023 -5.4072
H 2.0593 0.7412 -5.4731
H 0.7392 1.6055 -3.5548
N -1.6607 1.6959 -3.9746
C -2.0617 1.0511 -3.1033
N -2.6024 0.3010 -2.1393
C -1.9003 -0.1048 -1.1303
N -2.5491 -0.9251 -0.2602
```

As for the total charge: +2. Its expectation value of S² is 3.821. The multiplicity is 4. As for the gap between HOMO and LUMO (spin up / spin down): 7.21 / 6.80 eV. The calculation puts the molar mass at 520.5 g/mol.

=====

Most stable pick: arrangement two. Distance to second place: 52.9 kJ/mol.

=====

Arrangement one

Here is 2 unconnected molecules or ions with the total composition C5H14OS from OMol25. Energies are from ωB97M-V with the def2-TZVPD basis set.

Geometry as XYZ:
```
21
C5H14OS ωB97M-V with the def2-TZVPD basis set
C 0.7410 -2.5750 0.8503
C -0.1238 -1.4471 0.1819
C 0.1323 -1.2143 -1.2999
C 0.9179 0.0291 -1.6190
S -0.0218 1.5471 -1.1470
C -0.2836 2.2505 -2.8056
H 1.3183 -3.0846 0.0664
H 1.4743 -2.1802 1.5353
H 0.0950 -3.3119 1.3205
H -0.0042 -0.5408 0.7718
H -1.1448 -1.7679 0.3557
H -0.8218 -1.1690 -1.8231
H 0.6405 -2.0789 -1.7470
H 1.8327 0.1003 -1.0329
H 1.1745 0.1132 -2.6732
H -0.6451 1.4535 -3.4563
H 0.6677 2.6239 -3.1600
H -1.0640 3.0127 -2.7740
O -1.8678 2.8534 6.4455
H -2.1064 2.6068 5.5398
H -0.9111 2.7789 6.4710
```

As for the SMILES: CCCCSC.O. The multiplicity is 1. As for the gap between HOMO and LUMO: 9.12 eV. The calculation puts the molar mass at 122.2 g/mol.

=====

Arrangement two

Here is 2 unconnected molecules or ions with the total composition C5H14OS from OMol25. Energies are from ωB97M-V with the def2-TZVPD basis set.

Geometry as XYZ:
```
21
C5H14OS ωB97M-V with the def2-TZVPD basis set
C 0.2615 -0.0721 2.2053
C 0.8035 -0.9667 1.1011
C 0.7063 -0.2915 -0.2993
C -0.6983 0.1272 -0.6894
S -1.9619 -1.1561 -0.4283
C -2.5040 -1.4264 -2.1469
H 0.8614 0.8304 2.3020
H -0.7654 0.2397 2.0451
H 0.3482 -0.5822 3.1763
H 0.1784 -1.8576 1.0651
H 1.8556 -1.1776 1.2474
H 1.0459 -1.0251 -1.0177
H 1.3622 0.5730 -0.2272
H -0.9886 1.0192 -0.1407
H -0.7629 0.4106 -1.7359
H -1.8260 -2.1191 -2.6287
H -2.6366 -0.4501 -2.6215
H -3.5079 -1.8285 -2.1272
O 2.9041 3.5842 0.1484
H 2.5494 2.8041 -0.3048
H 2.7754 3.3647 1.0768
```

As for the SMILES: CCCCSC.O. The multiplicity is 1. As for the gap between HOMO and LUMO: 9.34 eV. The calculation puts the molar mass at 122.2 g/mol.

=====

Most stable pick: arrangement two. Distance to second place: 15.0 kJ/mol.

=====

Arrangement one

Here is a single C3H2N2 molecule from OMol25. Energies are from ωB97M-V with the def2-TZVPD basis set.

Geometry as XYZ:
```
7
C3H2N2 ωB97M-V with the def2-TZVPD basis set
C 0.0282 0.3843 -1.1729
C 0.4000 0.0458 -0.1115
N 0.8506 -0.4757 1.5146
C 1.3764 0.6361 1.9497
N 2.0299 1.5831 2.0213
H -0.3511 0.6616 -2.0301
H 0.1597 -1.0278 2.0592
```

As for the SMILES: C#CNC#N. The multiplicity is 1. As for the gap between HOMO and LUMO: 10.16 eV. The calculation puts the molar mass at 66.1 g/mol.

=====

Arrangement two

Here is a molecular structure, C3H2N2 from OMol25. Energies are from ωB97M-V with the def2-TZVPD basis set.

Geometry as XYZ:
```
7
C3H2N2 ωB97M-V with the def2-TZVPD basis set
C 0.1520 1.3606 0.0208
C -0.9276 0.6496 -0.0430
C 0.8229 0.1169 -0.0035
N -1.7119 -0.4848 0.0599
N -0.8663 -1.2911 -0.0780
H 1.3479 -0.0391 -0.9452
H 1.1830 -0.3120 0.9890
```

The multiplicity is 1. As for the gap between HOMO and LUMO (spin up / spin down): 8.63 / 8.62 eV. The calculation puts the molar mass at 66.1 g/mol.

=====

Arrangement three

Here is a single C3H2N2 molecule from OMol25. Energies are from ωB97M-V with the def2-TZVPD basis set.

Geometry as XYZ:
```
7
C3H2N2 ωB97M-V with the def2-TZVPD basis set
N -1.7068 1.4261 0.6425
C -0.9636 0.6989 0.1786
C -0.0517 -0.2232 -0.4086
C 1.1782 -0.2645 0.3748
N 2.0843 -0.4106 1.1313
H -0.5656 -1.2338 -0.3965
H 0.0252 0.0071 -1.5220
```

As for the SMILES: N#CCC#N. The multiplicity is 1. As for the gap between HOMO and LUMO: 12.54 eV. The calculation puts the molar mass at 66.1 g/mol.

=====

Most stable pick: arrangement three. Distance to second place: 389.6 kJ/mol.